(1)
The following is a quantum chemistry calculation of a molecular structure, C30H80B4F16N5O10 in a non-equilibrium geometry, from the Open Molecules 2025 dataset.

Net charge: +1
Electronic energy, Ha: -3914.88809
Relative energy (zero: lowest compared OMol25 entry of this formula, charge and spin), kJ/mol: 0.0
LUMO level, eV: -1.91

Positions of all 145 atoms, in Å:
F 3.2544 0.2144 1.2122
F 0.3392 -4.7879 3.7159
F -1.4238 0.3790 -0.1405
F -1.7177 1.3462 -2.1875
F -1.8144 -2.7391 -4.9367
F -1.0651 -0.5429 -4.8543
F -0.4383 -3.0225 2.4814
F -3.3455 1.6606 -0.5461
F -0.1340 -1.9745 -6.3645
F 5.1661 1.2649 1.6975
F 4.4558 -0.4759 3.0597
F 0.2330 -2.2595 -4.1124
F 0.0548 -5.0820 1.4672
F 3.4074 1.5733 3.1076
F 1.7525 -3.7728 2.2726
F -1.2781 2.6183 -0.3325
O 2.6845 2.0119 -2.1136
O -2.0805 -3.1732 4.9928
O 2.6799 5.0113 2.5666
O 1.3982 -1.3725 -0.5489
O -7.1818 4.8136 -7.1898
O 4.4648 -3.9781 3.3689
O -4.8313 2.1446 -4.6803
O 4.1699 -2.0952 -1.5252
O -3.2645 -2.9208 0.0280
O 0.1296 0.4973 3.1574
N 0.4437 -1.8903 4.7213
N 2.7849 2.9606 0.5824
N -1.0411 -1.9629 -1.7176
N -5.6775 4.6864 -5.0175
N 5.3788 -3.3336 0.7232
C -0.4374 -2.9985 -0.8191
C -2.4804 -2.1493 -2.1234
C -3.9028 1.0521 -4.6998
C -2.8301 -4.3954 5.0428
C 6.1291 -2.9486 1.9745
C 0.7880 0.5948 4.3896
C 5.8546 -3.9030 3.1093
C -0.4400 -1.7183 5.9331
C -0.7674 1.5825 2.9264
C 1.4649 -0.7582 4.6198
C 2.6366 0.6274 -1.7958
C 1.0725 -2.7233 -0.8866
C -1.2658 -2.9958 6.0892
C 3.4170 -2.9834 -0.7047
C 1.3712 -1.0721 0.8343
C -3.3209 -2.4260 1.3494
C -4.5039 3.0028 -3.6159
C 3.9210 -2.8970 0.6948
C 3.9446 -2.2525 -2.9216
C -6.5968 5.8530 -5.1746
C -3.4474 -1.9512 -0.9574
C 3.4015 4.3105 0.4308
C 2.6584 5.3606 1.2094
C -6.9101 6.0714 -6.6270
C 2.1591 6.0221 3.4030
C -7.2262 4.8402 -8.6201
C 1.5877 2.7280 -1.6417
C 4.1765 -4.9264 4.3885
C 1.4629 2.7225 -0.1049
C -5.4894 4.1293 -3.6196
B 0.4146 -4.1643 2.4539
B -1.9675 1.5063 -0.8063
B 4.0645 0.6289 2.2880
B -0.7078 -1.8755 -5.0985
H -1.0670 -0.8358 5.8578
H 3.3222 0.1571 -2.5072
H -2.4970 -1.7221 1.5125
H 6.4059 -3.6367 4.0216
H -3.2574 -4.5919 4.0673
H -5.1996 4.9596 -2.9726
H -1.3003 1.3247 2.0167
H -6.4949 3.9222 -3.2530
H 1.0253 1.8368 0.3501
H -0.7837 -2.8820 0.1996
H -6.1561 6.7262 -4.6931
H 0.8282 3.5214 0.2746
H 4.4396 -3.1757 -3.2232
H 1.6234 3.7422 -2.0451
H -4.5520 2.5644 -2.6123
H -0.5374 -4.0163 -1.1876
H -2.9676 1.4507 -5.0944
H 4.7084 -4.6681 5.3092
H 4.2625 -1.3232 -3.3890
H 2.9501 0.3028 -0.8057
H -2.6280 -1.3417 -2.8377
H 2.8121 2.5855 1.5433
H 6.0464 -1.8793 2.1506
H -0.8691 -1.0557 -1.2606
H 0.4836 -1.4301 1.3523
H 0.6400 2.3329 -2.0269
H -7.9649 5.6130 -8.8578
H -3.4688 3.3418 -3.7463
H 1.5688 1.3616 4.4332
H -4.4767 -1.8784 -1.3262
H -5.9261 3.9464 -5.6904
H -7.4772 3.8845 -9.0633
H 3.4498 -3.9839 -1.1491
H 1.6646 5.5572 0.7887
H -4.7532 4.8856 -5.4168
H 4.4082 4.2097 0.8370
H -3.1463 -3.2244 2.0680
H -0.5262 -3.8098 6.1753
H -0.4844 -2.0315 -2.5886
H 6.2706 -4.9161 3.0028
H 2.8826 -2.2833 -3.1919
H 1.6949 0.1438 -2.0649
H -3.2534 -0.9283 -0.6228
H -4.2850 0.2585 -5.3372
H 1.6973 -3.3392 -0.2350
H 7.1831 -3.1426 1.7503
H 4.3388 -5.9511 4.0595
H -3.6590 -4.2708 5.7467
H 1.4104 -2.8656 -1.9153
H 1.3751 0.0053 0.9661
H 3.4078 -3.4810 1.4509
H 3.4445 2.2873 0.1692
H -6.2594 5.1899 -8.9949
H -4.2801 -1.9417 1.5499
H 5.9080 -2.8428 -0.0054
H 2.0802 -1.0657 3.7739
H 2.4044 5.7429 4.4256
H -7.8014 6.7009 -6.7268
H 2.3852 -2.6218 -0.7273
H 3.9825 -1.8529 1.0071
H -0.0219 -2.0701 3.8217
H 0.1073 0.8160 5.2180
H -2.1856 -5.1703 5.4570
H 3.1396 -4.7770 4.6887
H 2.2427 -1.5369 1.3064
H 1.0793 6.1316 3.2734
H 3.4924 4.5742 -0.6202
H -1.7512 -2.9818 7.0744
H -1.4537 1.7225 3.7693
H -0.2035 2.5196 2.8722
H 5.5630 -4.3096 0.4844
H 2.0771 -0.8285 5.5165
H 3.1863 6.3085 1.0398
H -3.7314 0.5796 -3.7314
H 0.2277 -1.6358 6.7885
H 0.9914 -2.7211 4.9495
H -2.6012 -3.1315 -2.5689
H -7.4551 5.6434 -4.5358
H 2.6339 6.9941 3.2308
H -6.1038 6.6150 -7.1329

Atoms 1-3, force components in eV/Å:
1.290 1.080 0.752
-0.067 0.290 0.320
-0.090 -0.377 0.208

***

(2)
The following is a quantum chemistry calculation of a gas-phase ion, C10H12NO (charge +1) in a non-equilibrium geometry, from the Open Molecules 2025 dataset.

Net charge: +1
Electronic energy, Ha: -517.92537
Relative energy (zero: lowest compared OMol25 entry of this formula, charge and spin), kJ/mol: 157.1
SMILES: Cc1cccc[n+]1C(=O)C1CC1
LUMO level, eV: -4.40

Positions of all 24 atoms, in Å:
O -1.0090 -1.8570 -0.8727
N -0.4038 -0.0338 0.3068
C -1.1164 1.0626 0.5826
C 0.2120 -0.6351 1.3192
C -0.5016 -0.7831 -0.9849
C 0.0290 1.1458 -2.8087
C 0.0992 -0.1705 2.6920
C 1.2880 0.4771 -2.3085
C -0.0368 -0.2954 -2.2886
C -1.2073 1.5913 1.8259
C -0.6627 0.9309 2.9107
C 1.0320 -1.9771 1.0822
H 1.4359 0.8458 -1.2922
H -0.2870 -1.0891 -2.9126
H 0.4981 -0.8812 3.3879
H 2.0810 0.0191 -2.9552
H -0.6488 1.2873 3.9062
H 1.4164 -1.8228 0.0871
H -0.6281 1.9960 -2.4243
H -0.0659 1.0363 -3.9361
H -1.8190 2.5979 2.0174
H 0.3106 -2.8221 0.9759
H 1.7251 -2.0815 1.8651
H -1.7409 1.4588 -0.1751

Atoms 1-3, force components in eV/Å:
0.013 0.013 0.223
0.653 -0.070 0.795
-0.917 0.882 -0.274